Below is a structure of composition C50H52Cl2FeGe2OS4 at a distorted geometry, with properties calculated with ωB97M-V with the def2-TZVPD basis set.

Positions of all 112 atoms, in Å:
C -4.298 0.688 1.059
H -3.710 -3.309 1.570
C -4.671 1.381 2.202
C 5.401 -1.450 0.242
C 4.123 0.120 -1.047
C -0.296 -4.119 -1.468
C 3.594 1.493 -1.285
C 2.410 1.924 -0.678
C 0.947 -4.552 -1.927
H 2.826 -4.822 -4.495
C 3.773 3.603 -2.431
H -1.593 2.553 -2.337
C -4.817 -1.826 -0.897
C -0.250 -2.370 -3.151
C -1.611 4.443 -0.398
H -3.381 -3.104 3.290
H -3.211 1.345 -0.673
H 2.907 -1.482 -3.820
H -3.182 -3.512 -3.331
H -0.829 -5.926 -0.445
C -0.327 4.943 1.546
H -0.158 -0.679 -4.472
C 3.003 -0.592 -3.200
H -5.141 2.552 4.556
H 6.087 -3.965 0.547
H -4.879 2.444 2.127
Ge 1.499 0.613 0.513
C -4.223 1.396 -0.267
C 1.912 3.207 -0.937
H 4.705 -4.576 -0.375
H 5.188 1.994 -2.616
C -4.075 -2.853 2.488
H 2.334 3.344 2.119
H 0.158 2.525 -2.585
C 0.980 -2.836 -3.583
H 4.841 1.854 0.868
H -0.158 2.277 4.399
H -2.548 4.475 -0.945
C -4.827 0.738 3.424
C 5.064 -2.476 -0.625
H -5.472 -2.830 -2.673
C 4.281 -2.177 -1.735
C 1.593 -3.932 -2.981
C -4.584 -0.626 3.487
C 4.272 2.342 -2.153
C -4.211 -1.358 2.363
C -0.896 1.612 4.833
C 5.407 0.933 0.992
H 5.302 0.603 2.025
C -0.936 -4.849 -0.314
H 6.214 -4.195 -1.202
Cl -0.092 0.042 5.130
H -4.861 1.108 5.546
S -0.721 0.971 0.946
C 0.793 4.345 0.989
Ge -0.848 -1.268 0.556
H -4.488 2.446 -0.154
C -0.897 -3.022 -2.090
H 1.415 -5.402 -1.440
H 4.301 4.256 -3.115
H 1.998 -0.256 -2.936
C -2.444 -1.808 -0.500
H 3.652 -3.618 -3.512
C -1.535 5.014 0.861
S 2.435 0.422 2.506
S 1.173 -1.400 -0.462
C 3.813 -0.895 -1.968
H 6.029 -1.660 1.102
H -2.994 5.240 2.423
C 0.695 3.773 -0.289
C -3.739 -1.448 -0.099
H 6.463 1.154 0.814
S -0.645 -2.281 2.512
H 1.480 -2.327 -4.401
H -5.817 -1.545 -0.587
H -3.577 5.704 0.814
H -0.795 3.917 -3.114
C -5.327 1.481 4.635
C 5.547 -3.883 -0.395
H -2.463 6.755 1.698
C 2.600 4.027 -1.830
H -1.136 -0.417 -3.018
H 3.311 -5.220 -2.840
C -0.516 3.812 -0.982
H -1.994 -4.615 -0.212
C -3.346 -2.919 -2.438
H -1.768 -1.398 -4.335
C -2.714 5.715 1.480
Fe 0.955 -1.008 3.435
H -0.441 -4.582 0.623
C 4.949 -0.147 0.046
C 2.098 4.342 1.743
H -6.406 1.338 4.737
C -0.860 -1.147 -3.783
C 1.979 -2.231 4.554
C 2.923 -4.429 -3.481
H 2.211 5.018 -2.033
C -4.623 -2.549 -2.062
O 2.285 -2.809 5.466
H -5.044 -3.295 2.731
H 3.472 0.197 -3.791
H 4.026 -2.967 -2.436
H -0.254 5.381 2.537
H 2.048 5.018 2.596
H -1.740 1.436 4.172
H -4.896 0.936 -0.993
H -4.710 -1.150 4.430
C -0.687 3.162 -2.331
H 2.924 4.649 1.099
C -4.042 -0.688 1.147
C -2.247 -2.559 -1.661
Cl -1.442 2.293 6.360

The charge is 0. The gap between HOMO and LUMO (alpha / beta) is 0.2992 / 0.2520 hartree. The value obtained for the relative energy (zero: lowest compared OMol25 entry of this formula, charge and spin) is 1.017 eV. As for the spin multiplicity: 5. For the max |F|, the calculation gives 0.0476 hartree/bohr. Its lowest unoccupied orbital energy (alpha / beta) is 0.095 / -1.159 eV.